Entry 1:
The following is a quantum chemistry calculation of a molecular structure, C18H40Cl4O7 at a distorted geometry, from the OMol25 dataset.

Output
Maximum force (eV/Å): 3.36
Total energy (Ha): -3077.1079
E_LUMO (eV): 0.28
HOMO (Eh): -0.3437
Energy relative to the best compared isomer or geometry (same formula, charge and spin) (kcal/mol): 60.2

The geometry in ORCA input format:
```
! RIJCOSX wB97M-V def2-TZVPD def2/J DEFGRID3
* xyz 0 1
C -7.877 -3.174 0.489
C -8.955 -2.083 0.409
C -8.942 -1.598 -1.036
O -7.646 -1.896 -1.591
C -7.291 -3.149 -0.910
H -8.330 -4.104 0.834
H -7.207 -2.831 1.277
H -8.656 -1.261 1.059
H -9.946 -2.483 0.623
H -9.065 -0.524 -1.175
H -9.725 -2.078 -1.623
H -6.208 -3.268 -0.911
H -7.634 -4.034 -1.445
C 6.310 2.163 4.243
C 5.248 3.099 3.896
C 5.746 3.575 2.516
O 6.216 2.339 1.961
C 6.813 1.529 2.922
H 6.066 1.399 4.982
H 7.064 2.682 4.836
H 5.132 3.921 4.602
H 4.324 2.527 3.809
H 6.584 4.272 2.502
H 5.013 4.164 1.966
H 7.900 1.595 2.874
H 6.398 0.525 2.840
C 3.590 -7.492 -2.385
C 2.900 -7.216 -1.107
C 3.277 -5.790 -0.846
O 4.454 -5.521 -1.653
C 4.925 -6.719 -2.259
H 2.998 -7.222 -3.259
H 3.845 -8.541 -2.537
H 3.318 -7.872 -0.343
H 1.817 -7.301 -1.195
H 3.448 -5.530 0.198
H 2.570 -5.108 -1.319
H 5.572 -7.250 -1.560
H 5.468 -6.568 -3.192
C -3.651 4.132 -1.057
C -4.071 2.698 -1.420
O -5.501 2.575 -1.536
O -4.080 4.993 -2.103
H -2.578 4.308 -0.993
H -4.114 4.294 -0.084
H -3.884 2.049 -0.564
H -3.530 2.330 -2.292
H -5.674 1.632 -1.492
H -5.040 4.989 -2.094
C 3.186 3.270 -3.147
C 3.339 4.823 -3.060
O 2.997 5.380 -4.334
O 1.846 2.860 -3.370
H 3.562 2.881 -2.200
H 3.864 2.868 -3.899
H 4.295 5.205 -2.702
H 2.604 5.206 -2.352
H 2.040 5.371 -4.413
H 1.634 3.176 -4.251
C 0.192 -0.649 0.687
Cl 1.202 -0.878 2.039
Cl -0.903 -2.071 0.800
H -0.377 0.256 0.901
H 0.658 -0.608 -0.298
C -1.519 3.174 5.122
Cl -0.579 3.921 3.786
Cl -2.165 1.615 4.621
H -0.901 3.171 6.020
H -2.366 3.856 5.191
*
```

Just the Löwdin charges please, in e? Sure, here they are:
1 C -0.168
2 C -0.169
3 C -0.214
4 O -0.138
5 C -0.192
6 H 0.109
7 H 0.104
8 H 0.108
9 H 0.108
10 H 0.116
11 H 0.112
12 H 0.113
13 H 0.112
14 C -0.215
15 C -0.182
16 C -0.176
17 O -0.149
18 C -0.193
19 H 0.109
20 H 0.108
21 H 0.116
22 H 0.119
23 H 0.114
24 H 0.114
25 H 0.117
26 H 0.120
27 C -0.197
28 C -0.197
29 C -0.186
30 O -0.160
31 C -0.188
32 H 0.115
33 H 0.108
34 H 0.118
35 H 0.118
36 H 0.118
37 H 0.119
38 H 0.112
39 H 0.119
40 C -0.236
41 C -0.238
42 O -0.077
43 O -0.065
44 H 0.120
45 H 0.113
46 H 0.110
47 H 0.116
48 H 0.078
49 H 0.079
50 C -0.244
51 C -0.219
52 O -0.081
53 O -0.059
54 H 0.112
55 H 0.115
56 H 0.116
57 H 0.111
58 H 0.075
59 H 0.075
60 C -1.037
61 Cl 0.527
62 Cl 0.443
63 H 0.022
64 H 0.042
65 C -1.011
66 Cl 0.459
67 Cl 0.504
68 H 0.035
69 H 0.013



Entry 2:
The following is a quantum chemistry calculation of a single C4H7NO2 molecule, from the OMol25 dataset.

Output
Maximum force (eV/Å): 0.52
SMILES: [H]/N=C1/CO[C@H](C)O1
Total energy (Ha): -361.8393
E_LUMO (eV): 0.92
HOMO (Eh): -0.3759
Energy relative to the best compared isomer or geometry (same formula, charge and spin) (kcal/mol): 26.1

The geometry in ORCA input format:
```
! RIJCOSX wB97M-V def2-TZVPD def2/J DEFGRID3
* xyz 0 1
C -0.144 -1.582 -1.287
C 0.585 -0.529 -0.498
O 0.275 0.748 -1.007
C -0.010 1.619 0.070
C -0.197 0.702 1.256
N -0.595 1.043 2.404
O 0.139 -0.553 0.861
H 0.119 -2.583 -0.933
H 0.111 -1.498 -2.347
H -1.218 -1.422 -1.163
H 1.674 -0.684 -0.487
H -0.924 2.175 -0.150
H 0.810 2.327 0.251
H -0.626 0.237 3.027
*
```

Just the Löwdin charges please, in e? Sure, here they are:
1 C -0.003
2 C -0.392
3 O -0.059
4 C -0.092
5 C -0.424
6 N 0.158
7 O 0.045
8 H 0.089
9 H 0.091
10 H 0.096
11 H 0.159
12 H 0.135
13 H 0.134
14 H 0.063



Entry 3:
The following is a quantum chemistry calculation of a molecular structure, H6O3Tl at a distorted geometry, from the OMol25 dataset.

Output
Maximum force (eV/Å): 1.38
Total energy (Ha): -401.0058
E_LUMO (spin up / spin down) (eV): -9.08 / -15.91
Expectation value of S²: 0.761
HOMO (spin up / spin down) (Eh): -0.7502 / -0.7258
Energy relative to the best compared isomer or geometry (same formula, charge and spin) (kcal/mol): 4.8

The geometry in ORCA input format:
```
! RIJCOSX wB97M-V def2-TZVPD def2/J DEFGRID3
* xyz 2 2
Tl 8.679 -3.737 7.934
O 9.270 -6.602 8.241
H 9.893 -7.310 8.081
H 8.655 -6.963 8.880
O 8.125 -0.798 7.744
H 7.399 -0.667 7.135
H 8.706 -0.054 7.587
O 9.722 -1.937 10.091
H 10.319 -2.291 10.750
H 9.818 -0.988 10.165
*
```

Just the Löwdin charges please, in e? Sure, here they are:
1 Tl 1.403
2 O -0.076
3 H 0.087
4 H 0.068
5 O 0.061
6 H 0.105
7 H 0.112
8 O 0.037
9 H 0.104
10 H 0.098



Entry 4:
The following is a quantum chemistry calculation of a single C4H4OS molecule at a distorted geometry, from the OMol25 dataset.

Output
Maximum force (eV/Å): 5.04
SMILES: S=C1C=CCO1
Total energy (Ha): -628.1566
E_LUMO (eV): 0.10
HOMO (Eh): -0.3054
Energy relative to the best compared isomer or geometry (same formula, charge and spin) (kcal/mol): 49.2

The geometry in ORCA input format:
```
! RIJCOSX wB97M-V def2-TZVPD def2/J DEFGRID3
* xyz 0 1
C 1.218 -0.105 -0.024
C -0.793 -0.909 0.052
C -0.857 0.546 0.021
C 0.372 1.159 -0.018
H -1.178 -1.164 1.135
H -1.185 -1.350 -0.747
H -1.941 1.004 -0.239
H 0.925 2.194 -0.081
O 0.611 -1.219 -0.119
S 2.828 -0.156 0.019
*
```

Just the Löwdin charges please, in e? Sure, here they are:
1 C -0.972
2 C -0.149
3 C -0.088
4 C -0.024
5 H 0.183
6 H 0.088
7 H 0.164
8 H 0.154
9 O -0.058
10 S 0.702



Entry 5:
The following is a quantum chemistry calculation of a single C5H10N2O molecule at a distorted geometry, from the OMol25 dataset.

Output
Maximum force (eV/Å): 2.61
SMILES: C/N=C(N)/C(C)=C/O
Total energy (Ha): -381.2088
E_LUMO (eV): 0.79
HOMO (Eh): -0.2958
Energy relative to the best compared isomer or geometry (same formula, charge and spin) (kcal/mol): 48.1

The geometry in ORCA input format:
```
! RIJCOSX wB97M-V def2-TZVPD def2/J DEFGRID3
* xyz 0 1
C -2.682 -0.377 -0.165
C 2.166 0.807 0.186
C -0.421 0.412 0.030
C 0.966 -0.066 0.006
N -0.772 1.712 -0.236
C 0.984 -1.437 -0.046
O 2.143 -2.144 0.092
N -1.287 -0.564 0.199
H 2.042 -2.758 0.838
H -0.050 2.416 -0.247
H -1.725 1.973 -0.030
H 0.270 -2.064 -0.570
H -3.203 0.239 0.575
H -2.813 0.065 -1.160
H -3.174 -1.354 -0.182
H 2.740 0.544 1.081
H 2.850 0.717 -0.663
H 1.965 1.878 0.291
*
```

Just the Löwdin charges please, in e? Sure, here they are:
1 C -0.157
2 C -0.050
3 C -0.403
4 C -0.194
5 N 0.149
6 C -0.138
7 O -0.014
8 N -0.035
9 H 0.112
10 H 0.084
11 H 0.088
12 H 0.121
13 H 0.066
14 H 0.072
15 H 0.064
16 H 0.085
17 H 0.086
18 H 0.064



Entry 6:
The following is a quantum chemistry calculation of 2 unconnected molecules or ions with the total composition C2H2ClFO2 at a distorted geometry, from the OMol25 dataset.

Output
Maximum force (eV/Å): 4.23
SMILES: O=CC(=O)Cl.F
Total energy (Ha): -787.9096
E_LUMO (eV): -0.67
HOMO (Eh): -0.3933
Energy relative to the best compared isomer or geometry (same formula, charge and spin) (kcal/mol): 28.7

The geometry in ORCA input format:
```
! RIJCOSX wB97M-V def2-TZVPD def2/J DEFGRID3
* xyz 0 1
C -0.257 -0.666 0.721
C 0.733 -0.181 -0.333
O -1.188 -0.153 1.232
O 1.930 -0.133 -0.220
F -1.474 2.945 -0.805
Cl 0.103 -2.328 1.125
H 0.238 0.168 -1.386
H -2.145 2.767 -0.285
*
```

Just the Löwdin charges please, in e? Sure, here they are:
1 C -0.783
2 C -0.256
3 O 0.074
4 O 0.074
5 F -0.017
6 Cl 0.715
7 H 0.176
8 H 0.018



Entry 7:
The following is a quantum chemistry calculation of 5 unconnected molecules or ions with the total composition CH11O4S at a distorted geometry, from the OMol25 dataset.

Output
Maximum force (eV/Å): 3.54
Total energy (Ha): -743.7654
E_LUMO (spin up / spin down) (eV): 0.34 / -3.00
Expectation value of S²: 0.753
HOMO (spin up / spin down) (Eh): -0.3851 / -0.3704
Energy relative to the best compared isomer or geometry (same formula, charge and spin) (kcal/mol): 11.5

The geometry in ORCA input format:
```
! RIJCOSX wB97M-V def2-TZVPD def2/J DEFGRID3
* xyz 0 2
C 0.972 -0.410 2.865
S -0.871 -0.397 2.936
H 1.605 -1.253 3.248
H 1.317 -0.257 1.833
H 1.339 0.477 3.373
H -1.197 1.427 1.119
H -2.020 2.646 0.208
O -1.356 1.962 0.221
H -0.395 -1.661 -0.348
H -1.341 -1.917 0.807
O -1.198 -2.098 -0.151
H 2.117 -0.386 -3.157
H 0.879 0.149 -3.519
O 1.736 0.060 -3.927
H -0.577 1.182 -1.276
H -0.856 0.031 -2.367
O -0.154 0.446 -1.865
*
```

Just the Löwdin charges please, in e? Sure, here they are:
1 C -0.509
2 S 0.611
3 H 0.047
4 H 0.026
5 H 0.019
6 H 0.040
7 H 0.038
8 O -0.117
9 H -0.015
10 H -0.011
11 O -0.060
12 H 0.031
13 H -0.030
14 O -0.070
15 H 0.059
16 H 0.041
17 O -0.100



Entry 8:
The following is a quantum chemistry calculation of a molecular structure, C39H32N2O4S3SbTeTi at a distorted geometry, from the OMol25 dataset.

Output
Maximum force (eV/Å): 1.39
Total energy (Ha): -4468.0023
E_LUMO (eV): -3.09
HOMO (Eh): -0.3683
Energy relative to the best compared isomer or geometry (same formula, charge and spin) (kcal/mol): 37.4

The geometry in ORCA input format:
```
! RIJCOSX wB97M-V def2-TZVPD def2/J DEFGRID3
* xyz 1 1
Ti 0.178 0.706 -0.068
C 6.431 4.087 2.205
C 5.006 3.924 1.768
C 4.187 2.957 2.344
C 2.883 2.773 1.915
C 2.396 3.584 0.903
C 3.180 4.573 0.321
C 4.481 4.732 0.758
S 0.811 3.317 0.220
O 1.028 2.346 -0.923
O 0.192 4.547 -0.152
N -0.012 2.369 1.231
C -1.384 2.760 1.376
C -1.806 3.583 2.380
C -3.149 4.025 2.415
C -4.034 3.677 1.436
C -3.619 2.846 0.367
C -4.443 2.474 -0.717
C -3.939 1.694 -1.723
C -2.610 1.246 -1.637
N -1.825 1.562 -0.633
C -2.294 2.376 0.354
H 6.633 3.530 3.118
H 6.672 5.136 2.382
H 7.109 3.723 1.430
H 4.576 2.328 3.134
H 2.260 2.008 2.355
H 2.780 5.206 -0.460
H 5.103 5.499 0.313
H -1.105 3.901 3.139
H -3.467 4.668 3.224
H -5.054 4.038 1.456
H -5.468 2.821 -0.750
H -4.541 1.410 -2.574
H -2.194 0.598 -2.400
S -1.305 -1.018 1.011
Sb -0.845 -3.098 0.127
C -2.644 -3.621 -0.820
C -2.755 -4.886 -1.393
C -3.941 -5.267 -1.999
C -5.014 -4.386 -2.035
C -4.904 -3.127 -1.465
C -3.718 -2.741 -0.855
C 0.616 -3.497 -1.317
C 0.260 -3.332 -2.652
C 1.179 -3.607 -3.651
C 2.453 -4.047 -3.320
C 2.813 -4.205 -1.989
C 1.901 -3.919 -0.984
C -0.654 -4.420 1.739
C -1.511 -4.216 2.819
C -1.476 -5.081 3.900
C -0.586 -6.146 3.909
C 0.263 -6.354 2.833
C 0.229 -5.493 1.744
H -1.923 -5.582 -1.373
H -4.029 -6.250 -2.442
H -5.941 -4.685 -2.508
H -5.743 -2.445 -1.489
H -3.634 -1.761 -0.400
H -0.736 -2.997 -2.921
H 0.903 -3.476 -4.689
H 3.169 -4.263 -4.102
H 3.806 -4.550 -1.734
H 2.209 -4.014 0.051
H -2.200 -3.378 2.829
H -2.142 -4.922 4.738
H -0.558 -6.818 4.757
H 0.952 -7.188 2.835
H 0.879 -5.689 0.900
O 1.723 0.095 0.703
C 2.087 -0.519 -0.521
O 0.930 -0.409 -1.347
H 2.363 -1.560 -0.346
Te 3.789 0.429 -1.483
C 5.146 -0.629 -0.311
C 5.388 -1.977 -0.316
C 6.374 -2.366 0.625
C 6.874 -1.304 1.320
S 6.091 0.148 0.891
H 4.905 -2.654 -1.006
H 6.721 -3.380 0.759
H 7.654 -1.312 2.064
*
```

Just the Löwdin charges please, in e? Sure, here they are:
1 Ti 0.881
2 C -0.040
3 C -0.258
4 C -0.038
5 C -0.049
6 C -0.294
7 C -0.040
8 C -0.018
9 S 0.684
10 O -0.401
11 O -0.222
12 N -0.201
13 C -0.276
14 C 0.017
15 C -0.039
16 C -0.011
17 C -0.132
18 C 0.024
19 C -0.023
20 C -0.092
21 N -0.008
22 C -0.176
23 H 0.080
24 H 0.087
25 H 0.087
26 H 0.116
27 H 0.108
28 H 0.124
29 H 0.124
30 H 0.129
31 H 0.115
32 H 0.121
33 H 0.128
34 H 0.114
35 H 0.131
36 S 0.242
37 Sb 1.401
38 C -0.362
39 C -0.117
40 C -0.068
41 C -0.065
42 C -0.071
43 C -0.133
44 C -0.355
45 C -0.113
46 C -0.053
47 C -0.047
48 C -0.073
49 C -0.140
50 C -0.350
51 C -0.126
52 C -0.065
53 C -0.062
54 C -0.068
55 C -0.115
56 H 0.108
57 H 0.112
58 H 0.111
59 H 0.109
60 H 0.059
61 H 0.107
62 H 0.115
63 H 0.116
64 H 0.108
65 H 0.108
66 H 0.090
67 H 0.113
68 H 0.112
69 H 0.112
70 H 0.089
71 O -0.304
72 C -0.788
73 O -0.335
74 H 0.069
75 Te 1.356
76 C -0.938
77 C -0.240
78 C -0.187
79 C -0.413
80 S 0.950
81 H 0.076
82 H 0.104
83 H 0.070